{
  "formula": "C37H80N3O6",
  "method": "ωB97M-V/def2-TZVPD",
  "species": ["C", "C", "N", "C", "C", "N", "C", "C", "C", "N", "C", "C", "C", "C", "C", "C", "C", "C", "C", "C", "O", "H", "H", "H", "H", "H", "H", "H", "H", "H", "H", "H", "H", "H", "H", "H", "H", "H", "H", "H", "H", "H", "H", "H", "H", "H", "H", "H", "H", "H", "H", "C", "C", "O", "C", "C", "H", "H", "H", "H", "H", "H", "H", "H", "H", "H", "C", "C", "O", "C", "C", "H", "H", "H", "H", "H", "H", "H", "H", "H", "H", "C", "C", "O", "C", "C", "H", "H", "H", "H", "H", "H", "H", "H", "H", "H", "C", "C", "O", "C", "C", "H", "H", "H", "H", "H", "H", "H", "H", "H", "H", "C", "C", "O", "C", "C", "H", "H", "H", "H", "H", "H", "H", "H", "H", "H"],
  "coordinates": [[-3.038, 0.407, -2.096], [-2.139, 0.957, -3.210], [-2.140, 2.426, -3.203], [-0.956, 2.941, -3.951], [-0.222, 3.996, -3.103], [0.560, 3.409, -1.964], [2.020, 3.239, -2.274], [2.344, 2.440, -3.542], [2.446, 0.904, -3.339], [1.407, 0.171, -4.088], [0.470, 4.251, -0.702], [0.139, 3.498, 0.569], [-1.058, 3.782, 1.191], [-1.428, 3.209, 2.382], [-0.577, 2.298, 2.981], [0.611, 1.993, 2.357], [1.552, 1.009, 3.029], [0.978, 2.579, 1.175], [-3.307, 2.947, -3.909], [-3.943, 4.213, -3.315], [-3.752, 2.461, -4.923], [-2.599, 0.684, -1.132], [-3.151, -0.674, -2.166], [-3.998, 0.927, -2.192], [-1.143, 0.538, -3.032], [-2.474, 0.525, -4.163], [-1.259, 3.465, -4.862], [-0.308, 2.086, -4.163], [0.502, 4.490, -3.759], [-0.950, 4.739, -2.784], [0.179, 2.476, -1.777], [2.461, 2.698, -1.432], [2.518, 4.207, -2.340], [3.333, 2.780, -3.868], [1.679, 2.617, -4.388], [3.392, 0.585, -3.786], [2.497, 0.591, -2.289], [1.821, -0.509, -4.708], [0.763, -0.280, -3.454], [-0.239, 5.072, -0.793], [1.449, 4.711, -0.549], [-1.729, 4.519, 0.753], [-2.369, 3.445, 2.866], [-0.836, 1.854, 3.935], [2.213, 1.563, 3.707], [2.197, 0.518, 2.298], [0.981, 0.314, 3.656], [1.940, 2.337, 0.727], [-3.666, 4.265, -2.261], [-3.534, 5.056, -3.883], [-5.016, 4.118, -3.469], [-5.754, 3.153, 1.921], [-5.423, 2.445, 0.627], [-6.140, 1.245, 0.426], [-7.550, 1.373, 0.325], [-8.002, 2.223, -0.850], [-5.668, 2.461, 2.760], [-5.067, 3.988, 2.073], [-6.769, 3.554, 1.938], [-4.368, 2.162, 0.652], [-5.549, 3.114, -0.234], [-7.967, 1.751, 1.264], [-7.930, 0.359, 0.200], [-7.730, 3.272, -0.718], [-9.085, 2.171, -0.961], [-7.535, 1.877, -1.774], [2.640, -4.341, -1.882], [3.457, -3.175, -2.411], [3.393, -2.016, -1.595], [3.892, -2.158, -0.274], [5.366, -2.516, -0.212], [1.616, -4.026, -1.670], [2.616, -5.149, -2.613], [3.059, -4.740, -0.957], [3.062, -2.876, -3.384], [4.498, -3.471, -2.575], [3.290, -2.882, 0.286], [3.741, -1.189, 0.206], [5.551, -3.523, -0.589], [5.724, -2.474, 0.816], [5.954, -1.826, -0.820], [-1.319, -2.871, 8.031], [-0.206, -3.259, 7.071], [-0.673, -3.862, 5.875], [-1.505, -3.062, 5.062], [-0.825, -1.804, 4.548], [-1.980, -3.720, 8.211], [-0.900, -2.540, 8.981], [-1.930, -2.057, 7.634], [0.435, -3.998, 7.552], [0.433, -2.399, 6.841], [-2.435, -2.815, 5.588], [-1.784, -3.688, 4.214], [-0.620, -1.099, 5.358], [-1.462, -1.300, 3.818], [0.130, -2.046, 4.078], [-0.813, 1.661, -7.697], [0.025, 0.441, -7.351], [0.357, -0.354, -8.471], [1.141, 0.275, -9.470], [2.505, 0.729, -8.979], [-1.684, 1.372, -8.285], [-1.153, 2.158, -6.788], [-0.246, 2.387, -8.283], [-0.548, -0.204, -6.683], [0.932, 0.727, -6.805], [0.591, 1.109, -9.919], [1.273, -0.469, -10.254], [2.424, 1.550, -8.263], [3.114, 1.075, -9.814], [3.024, -0.092, -8.480], [2.869, -6.799, 7.453], [3.658, -5.617, 6.916], [3.631, -4.484, 7.766], [4.193, -4.658, 9.055], [5.670, -5.011, 9.036], [1.857, -6.493, 7.723], [2.811, -7.589, 6.703], [3.334, -7.222, 8.346], [3.214, -5.297, 5.972], [4.692, -5.905, 6.694], [3.621, -5.399, 9.625], [4.061, -3.703, 9.566], [5.841, -6.007, 8.624], [6.078, -4.993, 10.047], [6.224, -4.302, 8.419]],
  "forces_ev_per_a": [[0.2, 1.0, -0.3], [-0.5, -1.4, 0.3], [0.5, -0.2, -0.8], [-0.1, 0.5, 1.2], [0.2, -0.2, -1.5], [-0.1, 0.6, 0.3], [0.7, -0.7, -0.8], [0.3, -0.5, 0.3], [0.1, -0.4, -0.9], [-0.1, 0.6, 0.6], [0.4, 0.1, 1.3], [-0.2, 0.0, -0.6], [-1.0, 0.9, -0.4], [-0.1, -0.4, 0.7], [-0.6, 0.4, 0.0], [1.1, -1.4, 1.0], [-0.1, 0.6, 0.2], [0.4, 0.3, -0.9], [-1.2, 0.4, -0.4], [0.9, -1.1, -0.2], [0.6, 0.0, 1.0], [-0.2, -0.2, 0.0], [-0.1, 0.1, 0.0], [-0.2, -0.5, 0.3], [0.1, 0.6, -0.1], [0.1, 0.4, -0.1], [0.2, -0.3, -0.1], [0.0, 0.2, -0.4], [0.0, 0.1, 0.2], [0.2, -0.1, 0.5], [-0.2, 0.2, 0.2], [-0.1, 0.2, 0.1], [-0.6, 0.2, 0.2], [-0.1, 0.1, 0.1], [0.0, 0.2, 0.2], [0.0, 0.1, 0.3], [-0.1, 0.2, -0.1], [-0.2, -0.1, 0.1], [0.1, -0.3, -0.2], [-0.1, -0.3, -0.5], [-0.1, 0.0, -0.3], [0.1, -0.1, -0.1], [0.0, 0.1, -0.2], [0.1, -0.1, -0.1], [0.0, -0.1, -0.1], [-0.2, -0.3, 0.1], [0.3, -0.1, -0.4], [0.0, 0.0, 0.1], [-0.2, 0.3, -0.1], [-0.2, 0.1, 0.2], [0.1, 0.3, 0.0], [-0.2, 0.1, 0.2], [0.1, 0.0, -0.1], [0.1, -0.2, 0.0], [-0.2, 0.0, -0.1], [0.2, 0.2, 0.0], [0.1, 0.0, 0.0], [0.0, 0.0, 0.0], [0.0, 0.0, -0.1], [0.0, -0.1, -0.1], [0.0, 0.1, 0.0], [0.0, 0.1, 0.0], [0.1, 0.0, 0.0], [-0.1, 0.0, 0.0], [0.0, 0.0, 0.0], [-0.1, -0.1, 0.0], [0.1, 0.0, 0.2], [0.0, -0.2, -0.1], [-0.1, 0.3, -0.1], [0.1, 0.0, 0.1], [0.0, -0.1, -0.2], [0.0, 0.0, -0.1], [0.0, 0.0, 0.0], [0.0, -0.1, 0.0], [0.0, 0.1, 0.0], [0.0, 0.0, 0.0], [0.0, 0.0, 0.0], [-0.1, 0.0, -0.1], [0.0, 0.0, 0.1], [0.0, 0.0, 0.0], [0.0, 0.0, 0.1], [-0.1, 0.1, -0.2], [0.0, 0.0, 0.2], [0.1, -0.2, -0.1], [0.0, 0.0, -0.1], [0.1, 0.2, 0.1], [0.1, 0.0, 0.0], [0.0, 0.0, 0.0], [0.0, 0.0, 0.1], [0.0, -0.1, -0.2], [0.0, 0.0, 0.0], [0.0, 0.1, 0.0], [0.0, -0.1, 0.1], [0.0, 0.0, 0.0], [0.0, 0.0, 0.0], [0.0, -0.1, 0.0], [0.2, 0.1, -0.2], [-0.1, 0.1, 0.0], [-0.1, -0.2, 0.0], [0.1, 0.0, -0.1], [-0.1, 0.1, 0.2], [0.0, 0.0, 0.1], [-0.1, 0.0, 0.0], [0.0, 0.0, 0.0], [0.1, -0.1, -0.1], [0.0, 0.1, 0.0], [0.0, 0.0, 0.0], [-0.1, -0.1, 0.1], [0.0, 0.0, -0.1], [0.0, 0.0, 0.0], [0.0, 0.0, -0.1], [0.1, 0.0, 0.2], [-0.1, -0.1, 0.0], [-0.1, 0.2, -0.1], [0.1, 0.0, 0.1], [0.0, -0.2, -0.2], [0.0, 0.0, -0.1], [0.0, 0.0, 0.0], [0.0, -0.1, 0.0], [0.0, 0.2, 0.1], [0.0, -0.1, 0.0], [0.0, 0.0, 0.0], [-0.1, 0.0, -0.1], [0.0, 0.0, 0.1], [0.0, 0.0, 0.0], [0.0, 0.1, 0.1]],
  "mulliken_charge": [-1.232, -0.015, 0.593, -0.270, -1.576, 0.933, -0.844, -0.574, -0.602, -0.327, -1.257, 1.024, -0.941, -0.869, -0.738, 0.812, -0.934, -0.073, 0.517, -1.238, -0.503, 0.203, 0.442, 0.277, -0.168, 0.392, 0.529, 0.034, 0.326, 0.522, 0.372, 0.163, 0.508, 0.509, 0.233, 0.392, 0.150, 0.256, 0.119, 0.547, 0.410, 0.273, 0.436, 0.468, 0.348, 0.098, 0.053, 0.340, 0.195, 0.278, 0.435, -1.397, 0.294, -0.444, -0.283, -1.037, 0.336, 0.382, 0.375, 0.109, 0.104, 0.305, 0.351, 0.264, 0.407, 0.239, -1.144, -0.285, -0.289, -0.114, -1.180, 0.306, 0.402, 0.273, 0.276, 0.324, 0.320, 0.107, 0.287, 0.399, 0.312, -1.185, 0.021, -0.416, -0.622, -0.943, 0.303, 0.405, 0.278, 0.133, 0.249, 0.330, 0.354, 0.289, 0.441, 0.337, -0.835, 0.170, -0.493, -0.294, -0.961, 0.340, 0.063, 0.319, 0.242, -0.059, 0.270, 0.358, 0.204, 0.402, 0.260, -1.040, -0.361, -0.409, -0.305, -1.058, 0.238, 0.394, 0.296, 0.340, 0.354, 0.303, 0.322, 0.260, 0.392, 0.286],
  "e_homo_ev": -10.9,
  "gap_ev": 8.78,
  "lumo_energy_ha": -0.0763,
  "total_energy_ha": -2073.14507,
  "charge": 1
}